{
  "formula": "C7H19N4OS",
  "method": "ωB97M-V/def2-TZVPD",
  "elements": ["C", "C", "C", "C", "C", "C", "C", "N", "N", "N", "N", "O", "S", "H", "H", "H", "H", "H", "H", "H", "H", "H", "H", "H", "H", "H", "H", "H", "H", "H", "H", "H"],
  "coordinates": [[1.454, -1.276, -0.219], [0.839, -2.620, -0.094], [-1.195, -2.287, -1.033], [-0.607, -0.381, -0.959], [0.185, 1.793, 3.052], [0.145, 1.417, -2.499], [0.904, 1.146, 1.853], [0.422, -0.176, -0.064], [-1.861, 0.549, -0.266], [-0.349, 0.110, -2.234], [0.112, 0.061, 1.266], [-0.090, -2.902, -1.170], [-2.479, -2.501, -2.285], [2.365, -1.049, 0.404], [1.770, -1.178, -1.239], [1.457, -3.557, -0.231], [0.423, -2.743, 0.945], [-1.562, -2.407, 0.059], [0.301, 1.097, 3.901], [0.682, 2.710, 3.125], [-0.791, 1.957, 2.655], [-0.036, 1.901, -1.494], [1.116, 1.469, -2.789], [-0.439, 1.903, -3.271], [1.911, 0.754, 2.072], [1.235, 1.897, 1.102], [-2.735, 0.078, -0.122], [-1.507, 0.890, 0.604], [-0.911, -0.413, -2.881], [0.217, -0.784, 1.765], [-1.940, 1.383, -0.874], [-1.807, -3.115, -3.197]],
  "total_charge": 1,
  "homo_ev": -11.704,
  "e_lumo_ev": -2.7,
  "orbital_gap_ev": 9.05,
  "de_lowest_kcal_mol": 47.7
}



{
  "formula": "C7H19N5O2W",
  "method": "ωB97M-V/def2-TZVPD",
  "elements": ["W", "N", "C", "C", "C", "N", "C", "C", "N", "C", "H", "H", "H", "H", "H", "H", "H", "H", "H", "H", "H", "H", "H", "H", "H", "H", "N", "N", "C", "O", "O", "H", "H", "H"],
  "coordinates": [[-0.533, 0.956, 1.040], [0.552, -1.955, -2.979], [0.098, -1.320, -1.674], [-0.116, -2.418, -0.628], [-0.460, -1.880, 0.765], [-1.610, -0.894, 0.787], [0.718, -1.065, 1.334], [1.575, -0.241, 0.268], [1.617, 1.151, 0.827], [1.074, -0.199, -1.222], [-0.137, -2.640, -3.321], [1.445, -2.459, -2.900], [0.660, -1.265, -3.735], [-0.861, -0.866, -1.934], [0.790, -3.025, -0.507], [-0.901, -3.110, -0.945], [-0.680, -2.725, 1.416], [-2.179, -1.059, 1.628], [-2.268, -0.981, 0.007], [1.397, -1.700, 1.915], [0.379, -0.422, 2.226], [2.561, -0.707, 0.282], [2.017, 1.839, 0.181], [2.182, 1.187, 1.683], [1.986, -0.227, -1.827], [0.642, 0.782, -1.463], [-0.402, 3.379, 1.663], [-1.413, 3.718, 0.689], [-2.008, 2.487, 0.522], [-1.746, 1.748, -0.484], [-2.200, 1.757, 1.623], [-0.720, 3.580, 2.619], [0.421, 3.951, 1.464], [-1.879, 4.626, 0.679]],
  "total_charge": 4,
  "homo_ev": [-24.977, -25.002],
  "s2": 2.012,
  "e_lumo_ev": [-16.8, -17.2],
  "orbital_gap_ev": [8.18, 7.76],
  "de_lowest_kcal_mol": 0.0,
  "spin_multiplicity": 3
}



{
  "formula": "C7H19NOSi2",
  "method": "ωB97M-V/def2-TZVPD",
  "elements": ["C", "C", "Si", "C", "N", "O", "Si", "C", "C", "C", "C", "H", "H", "H", "H", "H", "H", "H", "H", "H", "H", "H", "H", "H", "H", "H", "H", "H", "H", "H"],
  "coordinates": [[1.837, -2.099, 1.793], [2.439, -1.689, 0.606], [1.954, 0.008, -0.287], [2.997, 1.480, 0.149], [2.074, -0.105, -1.955], [0.105, 0.413, 0.150], [-1.473, 0.230, 0.356], [-1.806, -0.976, 1.825], [-1.978, 1.903, 0.944], [-2.465, -0.335, -1.124], [-1.555, 0.062, -2.323], [2.147, -2.993, 2.213], [1.040, -1.473, 2.079], [3.348, -2.342, 0.318], [3.871, 1.111, 0.682], [3.616, 1.907, -0.657], [2.447, 2.243, 0.637], [1.494, -0.863, -2.374], [2.020, 0.879, -2.257], [-1.161, -1.805, 1.921], [-1.971, -0.279, 2.795], [-2.689, -1.471, 1.603], [-1.521, 2.071, 1.922], [-1.547, 2.585, 0.195], [-3.022, 2.208, 0.969], [-2.722, -1.403, -1.182], [-3.480, 0.158, -1.220], [-1.316, 1.022, -2.122], [-0.639, -0.511, -2.299], [-2.042, 0.066, -3.357]],
  "total_charge": 0,
  "homo_ev": -9.416,
  "e_lumo_ev": 0.7,
  "orbital_gap_ev": 10.16,
  "de_lowest_kcal_mol": 33.7,
  "smiles": "C=C[Si@@](C)(N)O[Si](C)(C)CC"
}



{
  "formula": "C7H20AsCl2O2P2S4Tc",
  "method": "ωB97M-V/def2-TZVPD",
  "elements": ["Tc", "Cl", "C", "Cl", "H", "H", "S", "As", "S", "S", "S", "C", "P", "C", "C", "O", "H", "H", "H", "H", "H", "H", "H", "H", "H", "C", "P", "C", "C", "O", "H", "H", "H", "H", "H", "H", "H", "H", "H"],
  "coordinates": [[0.285, 1.015, -0.445], [0.688, -2.000, 1.616], [0.055, -2.584, 0.082], [-0.293, -1.255, -1.044], [-0.883, -3.108, 0.262], [0.793, -3.236, -0.383], [-1.518, 3.595, -2.212], [0.803, 3.758, -2.071], [-1.833, 1.832, -1.269], [0.884, 3.265, 0.115], [1.213, 1.632, -2.574], [4.468, 1.448, -0.631], [3.575, 0.397, 0.559], [4.421, -1.207, 0.693], [3.590, 1.236, 2.173], [2.163, 0.128, 0.112], [5.489, 1.631, -0.312], [3.945, 2.400, -0.719], [4.471, 0.961, -1.604], [5.454, -1.073, 0.988], [4.374, -1.714, -0.270], [3.902, -1.816, 1.430], [4.582, 1.262, 2.613], [2.911, 0.695, 2.826], [3.222, 2.253, 2.039], [-0.625, 2.595, 3.411], [-1.588, 1.332, 2.522], [-2.103, 0.108, 3.768], [-3.078, 2.111, 1.819], [-0.751, 0.635, 1.483], [-1.224, 3.095, 4.163], [-0.242, 3.325, 2.700], [0.212, 2.090, 3.889], [-2.594, 0.593, 4.608], [-1.208, -0.405, 4.118], [-2.779, -0.617, 3.321], [-3.712, 2.464, 2.627], [-3.621, 1.387, 1.214], [-2.791, 2.951, 1.189]],
  "total_charge": 1,
  "homo_ev": [-10.909, -10.841],
  "s2": 0.914,
  "e_lumo_ev": [-4.8, -4.8],
  "orbital_gap_ev": [6.07, 6.06],
  "spin_multiplicity": 2
}



{
  "formula": "C7H20ClO5SZn",
  "method": "ωB97M-V/def2-TZVPD",
  "elements": ["Zn", "Cl", "C", "C", "O", "H", "H", "H", "H", "H", "H", "C", "C", "O", "H", "H", "H", "H", "H", "H", "O", "S", "O", "O", "C", "C", "C", "H", "H", "H", "H", "H", "H", "H", "H"],
  "coordinates": [[0.957, -3.158, -1.806], [-0.680, -1.611, -0.802], [1.750, -4.625, 1.755], [1.830, -3.222, 1.195], [2.316, -3.141, -0.145], [2.735, -5.042, 1.964], [1.250, -5.308, 1.069], [1.230, -4.641, 2.713], [2.456, -2.586, 1.821], [0.852, -2.794, 1.416], [3.260, -3.306, -0.087], [-2.309, 2.203, -4.133], [-1.686, 1.258, -3.075], [-2.683, 0.448, -2.461], [-2.689, 3.132, -3.708], [-3.130, 1.769, -4.702], [-1.589, 2.525, -4.886], [-1.059, 1.880, -2.437], [-0.972, 0.576, -3.537], [-2.162, -0.145, -1.914], [-1.535, 1.993, 3.342], [-1.392, 2.633, 2.054], [-1.985, 3.932, 1.714], [0.213, 2.668, 1.627], [1.039, 1.557, 1.951], [2.287, 1.438, 1.061], [-1.921, 1.420, 0.796], [0.455, 0.637, 1.962], [1.477, 1.660, 2.944], [2.091, 1.384, -0.010], [2.869, 0.557, 1.330], [2.885, 2.335, 1.218], [-3.004, 1.318, 0.872], [-1.483, 0.467, 1.094], [-1.672, 1.788, -0.200]],
  "total_charge": 1,
  "homo_ev": -12.567,
  "e_lumo_ev": -8.3,
  "orbital_gap_ev": 4.28,
  "de_lowest_kcal_mol": 0.0
}



{
  "formula": "C7H20N5Ti",
  "method": "ωB97M-V/def2-TZVPD",
  "elements": ["C", "Ti", "N", "H", "H", "H", "H", "H", "H", "H", "H", "C", "N", "C", "N", "C", "N", "C", "N", "C", "C", "H", "H", "H", "H", "H", "H", "H", "H", "H", "H", "H", "H"],
  "coordinates": [[-0.458, -3.241, -2.002], [-1.003, 0.103, -1.843], [0.231, 0.363, -3.739], [-2.527, -0.052, -1.805], [-0.322, 0.985, -4.353], [0.626, -3.279, -1.991], [-0.773, -3.735, -2.966], [-0.972, -2.230, -1.930], [-0.803, -3.932, -1.178], [1.129, 0.846, -3.612], [0.438, -0.470, -4.275], [-1.096, -0.327, 0.910], [0.028, 0.009, -0.029], [1.280, -0.429, 0.601], [1.486, 0.204, 1.953], [0.356, -0.199, 2.792], [-0.950, 0.288, 2.268], [-0.871, 1.764, 2.137], [0.218, 2.226, 1.220], [0.032, 1.524, -0.147], [1.515, 1.647, 1.773], [-1.133, -1.409, 1.087], [-2.033, 0.023, 0.433], [2.117, -0.133, -0.033], [1.219, -1.514, 0.741], [0.512, 0.220, 3.791], [0.341, -1.301, 2.807], [-1.830, 2.136, 1.736], [-0.706, 2.178, 3.139], [0.863, 1.914, -0.736], [-0.960, 1.852, -0.553], [1.723, 2.091, 2.754], [2.320, 1.878, 1.050]],
  "total_charge": -1,
  "homo_ev": [-0.101, 0.264],
  "s2": 2.208,
  "e_lumo_ev": [2.6, 2.6],
  "orbital_gap_ev": [2.69, 2.38],
  "spin_multiplicity": 3
}